Here is a structure of composition C3H3HoLiO3 in a non-equilibrium geometry from the Open Molecules 2025 dataset. Energies are from ωB97M-V/def2-TZVPD.

Positions of all 11 atoms, in Å:
Ho1 -2.88 -0.87 -3.29
O1 -1.59 -0.38 -1.29
O2 0.35 -1.09 -0.47
O3 -0.32 0.99 -0.09
C1 1.07 -1.02 0.64
C2 1.18 0.28 1.24
C3 -0.54 -0.06 -0.75
Li1 -1.15 2.74 -0.34
H1 1.92 0.99 0.85
H2 1.09 -1.95 1.21
H3 0.86 0.37 2.28

Summary:
Charge ... +4
LUMO level (spin up / spin down) ... -0.732 / -0.827 Eh
Spin multiplicity ... 6
⟨S²⟩ ... 8.77
E_HOMO (spin up / spin down) ... -23.61 / -27.73 eV
DFT total energy ... -35250.487 eV

natural (NBO) population analysis, charges in e, atoms 1 to 2: Ho 2.769; O -0.877

=====

Here is the molecule C5H9N in a non-equilibrium geometry from the Open Molecules 2025 dataset. Energies are from ωB97M-V/def2-TZVPD.

Positions of all 15 atoms, in Å:
N1 2.15 0.06 0.28
C1 1.83 0.09 -0.92
C2 -0.77 1.29 -0.18
C3 -0.21 -0.12 -0.08
C4 0.88 -0.22 1.02
C5 -1.12 -1.24 -0.29
H1 -1.61 -1.17 -1.27
H2 -1.20 1.33 -1.13
H3 -0.14 2.10 0.08
H4 0.79 0.63 1.85
H5 -1.61 1.20 0.52
H6 -2.00 -1.09 0.40
H7 1.02 -1.23 1.60
H8 -0.48 -2.04 -0.07
H9 2.45 0.42 -1.81

Summary:
LUMO level (spin up / spin down) ... 0.026 / 0.026 Eh
E_HOMO (spin up / spin down) ... -7.53 / -7.54 eV
DFT total energy ... -6816.544 eV

natural (NBO) population analysis, charges in e, atoms 1 to 2: N -0.460; C 0.076

=====

Here is the molecule C2H5NO2S in a non-equilibrium geometry from the Open Molecules 2025 dataset. Energies are from ωB97M-V/def2-TZVPD.

Positions of all 11 atoms, in Å:
S1 1.24 -1.16 -1.15
O1 -0.94 1.98 0.22
O2 -1.61 -0.34 1.31
N1 -0.51 -0.92 0.50
C1 0.48 1.44 0.29
C2 0.41 -0.19 -0.06
H1 -1.27 1.78 -0.68
H2 -1.64 0.74 1.05
H3 1.00 1.96 1.27
H4 1.27 1.78 -0.63
H5 -0.55 -1.90 0.40

Summary:
LUMO level ... 0.004 Eh
E_HOMO ... -8.43 eV
DFT total energy ... -18571.243 eV

natural (NBO) population analysis, charges in e, atoms 1 to 2: S -0.205; O -0.730

=====

Here is a structure of composition C7H16FO4Zn in a non-equilibrium geometry from the Open Molecules 2025 dataset. Energies are from ωB97M-V/def2-TZVPD.

Positions of all 29 atoms, in Å:
Zn1 -0.38 0.27 0.73
F1 1.26 0.49 -2.46
O1 1.55 -0.39 0.60
O2 0.52 1.82 -0.28
O3 -0.63 -1.70 1.11
O4 -1.85 0.63 -0.14
C1 0.59 -2.42 1.27
C2 1.59 -1.80 0.33
C3 -1.78 -2.31 1.70
C4 0.04 3.12 -0.62
C5 2.36 0.42 -0.24
C6 -2.73 1.05 -1.12
C7 1.46 1.25 -1.14
H1 2.04 2.08 -1.59
H2 -1.99 -3.27 1.19
H3 0.88 3.70 -1.03
H4 0.90 -2.32 2.32
H5 -3.31 1.94 -0.80
H6 0.45 -3.48 1.01
H7 3.06 -0.17 -0.84
H8 1.33 -1.97 -0.73
H9 -0.72 3.06 -1.40
H10 -2.62 -1.64 1.53
H11 -2.12 1.41 -1.98
H12 2.59 -2.20 0.53
H13 2.92 1.09 0.42
H14 -3.42 0.23 -1.40
H15 -0.37 3.56 0.29
H16 -1.59 -2.47 2.77

Summary:
Charge ... +1
LUMO level ... -0.133 Eh
E_HOMO ... -12.24 eV
DFT total energy ... -66834.945 eV

natural (NBO) population analysis, charges in e, atoms 1 to 2: Zn 1.736; F -0.384

=====

Here is the molecule C4H4FN in a non-equilibrium geometry from the Open Molecules 2025 dataset. Energies are from ωB97M-V/def2-TZVPD.

Positions of all 10 atoms, in Å:
F1 2.43 -0.02 -0.01
N1 -0.92 -0.70 -0.09
C1 -1.04 0.65 -0.04
C2 0.31 1.18 -0.08
C3 1.13 0.04 -0.05
C4 0.40 -1.11 -0.03
H1 -1.92 1.19 0.17
H2 0.67 -2.16 -0.07
H3 -1.67 -1.31 0.19
H4 0.62 2.23 0.02

Summary:
LUMO level ... 0.036 Eh
E_HOMO ... -8.32 eV
DFT total energy ... -8419.555 eV

natural (NBO) population analysis, charges in e, atoms 1 to 2: F -0.305; N -0.487

=====

Here is a cluster of 4 separate species, C32H63N8O4P in total in a non-equilibrium geometry from the Open Molecules 2025 dataset. Energies are from ωB97M-V/def2-TZVPD.

Positions of all 108 atoms, in Å:
P1 1.32 -0.63 2.81
O1 0.15 -5.37 2.08
O2 5.96 6.72 -2.89
O3 -5.29 -1.09 1.55
O4 1.95 2.21 -3.70
N1 0.50 0.56 -0.15
N2 -0.09 -0.76 -2.11
N3 0.18 -1.62 -1.09
N4 -0.17 1.85 -2.34
N5 1.16 -6.04 2.71
N6 -5.16 0.18 1.04
N7 0.83 -1.42 1.31
N8 5.00 6.64 -3.87
C1 -0.29 -7.38 4.30
C2 3.14 5.75 -2.40
C3 -5.80 0.04 -1.84
C4 2.38 7.06 -2.56
C5 2.01 -6.58 4.99
C6 -7.63 0.32 1.59
C7 0.09 -8.66 3.56
C8 0.95 1.21 2.93
C9 0.53 -0.87 0.13
C10 5.36 9.15 -3.97
C11 0.07 0.60 -1.56
C12 0.18 -1.43 4.15
C13 -6.50 0.61 0.56
C14 3.34 5.05 -4.83
C15 3.61 8.12 -5.31
C16 -6.90 -0.04 -0.79
C17 4.95 4.20 -3.21
C18 2.87 -7.80 2.26
C19 0.76 -6.25 4.14
C20 -3.54 1.58 -0.23
C21 3.34 8.22 -2.79
C22 1.46 -7.27 1.90
C23 4.13 5.47 -3.56
C24 0.41 -8.38 2.10
C25 -2.79 -0.60 0.56
C26 -6.53 2.16 0.42
C27 0.19 -4.97 4.79
C28 1.56 -6.96 0.38
C29 4.34 7.98 -3.95
C30 -4.48 -0.51 -1.30
C31 -4.05 0.15 0.03
C32 0.90 2.09 -3.05
H1 3.93 5.19 -5.74
H2 0.00 1.44 2.33
H3 1.91 -7.84 -0.17
H4 -1.97 -0.53 -0.16
H5 4.27 7.84 -6.14
H6 -3.70 -0.37 -2.06
H7 0.77 -2.47 1.34
H8 0.75 -9.31 1.62
H9 2.28 -6.15 0.18
H10 1.66 6.99 -3.38
H11 5.88 9.27 -3.01
H12 0.16 -2.66 -1.16
H13 1.86 -6.31 6.04
H14 -8.58 0.77 1.27
H15 2.26 -7.64 5.01
H16 -6.10 -0.55 -2.72
H17 4.29 3.33 -3.07
H18 -0.52 -8.11 1.59
H19 3.19 -8.56 1.54
H20 -2.45 -0.17 1.50
H21 2.40 5.59 -4.95
H22 -5.68 1.06 -2.19
H23 4.85 10.11 -4.16
H24 5.50 4.30 -2.27
H25 -7.83 -0.75 1.70
H26 -6.14 2.64 1.33
H27 -0.37 -2.32 3.67
H28 -5.97 2.53 -0.43
H29 3.89 8.41 -1.86
H30 -0.36 -0.93 -3.10
H31 -0.01 -5.12 5.85
H32 -7.55 2.52 0.28
H33 -4.59 -1.59 -1.17
H34 3.61 -7.00 2.24
H35 -7.39 0.74 2.57
H36 -0.43 -7.61 5.36
H37 2.89 -6.03 4.65
H38 2.70 7.53 -5.38
H39 6.11 9.01 -4.75
H40 0.60 -6.69 -0.06
H41 2.92 -8.29 3.23
H42 -2.97 -1.67 0.71
H43 -0.76 -4.65 4.35
H44 2.42 4.93 -2.32
H45 3.69 5.78 -1.45
H46 0.94 -9.15 4.05
H47 1.80 7.25 -1.66
H48 -7.15 -1.09 -0.63
H49 -0.64 -0.64 4.38
H50 -7.80 0.44 -1.18
H51 3.06 3.99 -4.80
H52 0.91 -4.14 4.70
H53 -4.10 2.10 -1.01
H54 -3.57 2.19 0.68
H55 2.76 9.13 -2.98
H56 -0.75 -9.37 3.62
H57 5.66 3.95 -4.00
H58 -1.26 -7.04 3.92
H59 1.84 1.78 2.44
H60 -2.50 1.58 -0.58
H61 3.30 9.15 -5.48
H62 0.75 -1.69 5.11
H63 0.92 1.59 4.02

Summary:
Charge ... +1
LUMO level (spin up / spin down) ... -0.137 / -0.137 Eh
Spin multiplicity ... 4
⟨S²⟩ ... 3.76
E_HOMO (spin up / spin down) ... -10.43 / -11.04 eV
DFT total energy ... -63589.698 eV

Löwdin population analysis, charges in e, atoms 1 to 2: P 0.875; O -0.068

=====

Here is a cluster of 2 separate species, C2H7NOS2 in total in a non-equilibrium geometry from the Open Molecules 2025 dataset. Energies are from ωB97M-V/def2-TZVPD.

Positions of all 13 atoms, in Å:
S1 -0.39 2.45 2.77
S2 -1.30 1.70 1.01
O1 2.06 -3.29 -1.74
N1 0.36 -1.86 -2.48
C1 0.11 -1.08 -1.30
C2 1.33 -2.80 -2.60
H1 -0.96 -0.86 -1.21
H2 0.67 -0.12 -1.28
H3 1.37 -3.19 -3.65
H4 -2.59 1.79 1.40
H5 0.71 1.69 2.59
H6 -0.18 -1.59 -3.34
H7 0.44 -1.65 -0.40

Summary:
LUMO level ... 0.000 Eh
E_HOMO ... -8.94 eV
DFT total energy ... -27395.207 eV

natural (NBO) population analysis, charges in e, atoms 1 to 2: S -0.127; S -0.156

=====

Here is a structure of composition C4H8Br3NO in a non-equilibrium geometry from the Open Molecules 2025 dataset. Energies are from ωB97M-V/def2-TZVPD.

Positions of all 17 atoms, in Å:
Br1 -3.51 1.45 1.40
Br2 -4.77 -0.49 -0.84
Br3 -6.43 0.40 1.72
O1 1.81 0.29 1.23
N1 1.59 -0.10 -1.00
C1 0.27 -0.64 -0.82
C2 -4.73 -0.03 1.04
C3 2.33 0.24 0.13
C4 3.79 0.44 -0.09
H1 0.38 -1.56 -0.16
H2 4.25 -0.22 0.68
H3 3.87 1.54 0.13
H4 -4.35 -0.95 1.55
H5 4.24 0.12 -1.03
H6 1.73 0.54 -1.79
H7 0.01 -1.07 -1.78
H8 -0.48 0.05 -0.38

Summary:
LUMO level ... 0.001 Eh
E_HOMO ... -9.56 eV
DFT total energy ... -217942.186 eV

natural (NBO) population analysis, charges in e, atoms 1 to 2: Br 0.079; Br 0.083

=====

Here is a cluster of 3 separate species, C3H10O3 in total in a non-equilibrium geometry from the Open Molecules 2025 dataset. Energies are from ωB97M-V/def2-TZVPD.

Positions of all 16 atoms, in Å:
O1 -2.70 -2.81 -2.20
O2 1.80 -0.51 1.48
O3 3.81 0.83 -0.76
C1 0.81 0.11 0.69
C2 -0.14 0.80 1.28
C3 -1.30 1.48 0.64
H1 -0.05 0.97 2.34
H2 0.97 0.10 -0.38
H3 3.82 0.80 -1.72
H4 -1.11 1.88 -0.35
H5 -1.71 2.32 1.20
H6 -2.15 0.80 0.52
H7 1.24 -1.16 1.93
H8 3.27 0.09 -0.45
H9 -3.39 -2.26 -2.60
H10 -3.15 -3.44 -1.63

Summary:
LUMO level ... 0.028 Eh
E_HOMO ... -9.23 eV
DFT total energy ... -9414.398 eV

natural (NBO) population analysis, charges in e, atoms 1 to 2: O -0.940; O -0.713

=====

Here is a structure of composition C3H2BrCl in a non-equilibrium geometry from the Open Molecules 2025 dataset. Energies are from ωB97M-V/def2-TZVPD.

Positions of all 7 atoms, in Å:
Br1 -2.26 1.17 1.05
Cl1 -1.37 -1.55 0.20
C1 -2.42 -0.34 -0.07
C2 1.42 0.76 -0.09
C3 1.72 -0.38 -0.41
H1 1.98 -1.29 -0.67
H2 0.93 1.63 -0.01

Summary:
LUMO level ... -0.037 Eh
E_HOMO ... -9.10 eV
DFT total energy ... -85702.515 eV

natural (NBO) population analysis, charges in e, atoms 1 to 2: Br 0.076; Cl 0.142